Here is a 2-piece molecular cluster, C3H9NO3 overall at a distorted geometry from OMol25. Energies are from the ωB97M-V functional and the def2-TZVPD basis.

As for the net charge: +1. The total energy is -10879.2154 eV. For the frontier orbital gap (alpha / beta), the calculation gives 11.2 / 6.4 eV. The spin multiplicity is 2. The calculation puts the relative energy (zero: lowest compared OMol25 entry of this formula, charge and spin) at 1.587 eV. For the maximum force, the calculation gives 0.0586 hartree/bohr.

XYZ file:
```
16
Properties=species:S:1:pos:R:3:forces:R:3:lowdin_charge:R:1
O -0.1145 2.4770 0.4854 -0.1 0.1 0.4 0.16
O 3.2884 0.0499 -0.4337 -0.6 -0.1 0.3 -0.06
O -1.0102 -2.1897 0.5179 0.8 0.1 -0.1 0.03
N -1.4766 0.0620 0.1838 0.5 -0.3 -2.4 0.17
C -0.2733 0.3162 -0.6245 -2.5 -0.7 1.5 -0.06
C -1.4988 -1.0149 1.1094 -0.8 -1.2 1.2 -0.21
C 0.1387 1.8029 -0.4451 0.7 0.0 -0.9 -0.19
H -0.6529 0.1375 -1.6368 0.7 0.3 -0.2 0.16
H -2.5001 -1.2537 1.4867 0.0 0.7 -0.2 0.16
H 3.7735 0.8586 -0.6173 0.2 0.0 0.1 0.04
H -2.2977 0.2169 -0.4144 -0.3 0.3 1.0 0.19
H 0.4466 -0.4162 -0.2948 0.9 0.2 -0.2 0.13
H 3.4317 -0.1616 0.5013 0.2 0.2 -0.4 0.05
H -1.0771 -2.1895 -0.4429 -0.3 -0.2 0.0 0.11
H 0.6905 2.0955 -1.3461 0.3 0.5 0.0 0.15
H -0.8680 -0.7911 1.9713 0.2 0.2 0.0 0.17
```
Positions in Å, forces in eV/Å.

Here is C17H18FN3NiO3Se2Te2 as an isolated structure from OMol25. Energies are from the ωB97M-V functional and the def2-TZVPD basis.

The total energy is -217572.7099 eV. For the frontier orbital gap (alpha / beta), the calculation gives 4.1 / 4.6 eV. The spin multiplicity is 3. The calculation puts the relative energy (zero: lowest compared OMol25 entry of this formula, charge and spin) at 0.000 eV. For the maximum force, the calculation gives 0.0135 hartree/bohr.

XYZ file:
```
47
Properties=species:S:1:pos:R:3:forces:R:3:lowdin_charge:R:1
Te 1.8699 -1.6114 -4.5665 0.0 -0.1 0.1 0.27
Te 0.1326 -3.5347 -5.6323 0.2 -0.2 0.0 0.27
Se 1.7792 -1.7722 -2.1007 0.0 0.0 -0.1 -0.36
Se -0.2085 -2.0543 -7.6573 0.0 -0.1 0.2 -0.09
Ni -0.5141 -0.9705 -5.5204 -0.3 0.6 0.1 -0.15
F -1.9067 -2.8812 0.6830 0.0 0.0 0.0 0.06
O -1.5326 -0.8311 -3.7322 0.0 0.0 -0.3 -0.08
O -0.6464 0.9787 -5.7742 -0.1 -0.2 -0.1 -0.10
O -0.5785 3.0891 -5.0498 -0.1 0.0 0.0 0.03
N -0.2553 2.0370 -1.1535 -0.2 -0.1 0.3 0.02
N 1.3065 -1.2982 4.1475 -0.1 0.0 -0.1 0.04
N -0.4225 -1.2420 2.4043 -0.1 0.0 0.0 -0.12
C -0.6885 0.8137 -0.6546 0.2 0.3 0.0 -0.13
C -0.8243 -0.8175 1.1039 0.0 -0.1 0.1 -0.15
C 0.2751 3.0358 -0.2605 0.2 -0.1 -0.1 -0.26
C -0.0839 -2.6336 2.6353 0.0 -0.1 0.0 -0.13
C -0.6755 1.8787 -4.8771 0.3 0.0 0.1 -0.61
C 1.4189 3.8732 -0.7335 0.0 0.0 0.1 -0.08
C -0.3692 2.2893 -2.4758 0.1 0.1 -0.3 0.05
C -0.7654 1.4033 -3.4299 -0.1 0.1 0.3 -0.02
C 0.1786 -0.3889 4.5751 0.3 -0.2 0.0 -0.07
C -1.4918 -1.6763 0.2231 0.1 0.1 0.1 -0.20
C -1.2361 -0.1058 -1.5416 -0.1 -0.2 -0.3 -0.10
C 1.6519 2.8128 0.3055 0.0 0.1 -0.1 -0.10
C -1.6639 -1.3536 -1.0872 0.0 0.1 0.0 0.06
C 0.7883 -2.6897 3.9053 0.1 0.2 0.1 -0.07
C -1.2058 0.1189 -2.9964 0.0 -0.2 0.1 -0.32
C -0.4663 0.4437 0.6766 -0.1 -0.1 -0.1 0.06
C -0.9798 -0.6173 3.5819 -0.1 0.1 0.0 -0.12
H 0.2255 -2.9522 4.7998 0.0 -0.1 0.0 0.13
H -0.0661 -0.6542 5.6018 -0.1 0.1 0.0 0.13
H 0.4715 -3.0090 1.7759 0.0 0.0 0.0 0.14
H 2.0779 -1.2850 4.8112 0.0 0.0 0.0 0.18
H 1.8330 3.1154 1.3282 0.0 0.0 0.0 0.10
H 0.0655 1.1015 1.3485 0.0 0.0 0.0 0.11
H -2.0717 -2.0557 -1.8006 0.0 0.0 0.0 0.15
H -0.9539 -3.2802 2.7821 0.0 0.0 0.0 0.13
H -0.4596 3.5095 0.3807 -0.1 0.0 0.0 0.15
H -0.0777 3.2772 -2.8071 0.0 0.0 0.0 0.14
H 2.1634 1.9197 -0.0282 0.0 0.0 0.0 0.11
H 1.6424 -3.3557 3.8109 -0.1 0.0 0.0 0.14
H -1.7607 -1.2376 4.0413 0.0 0.0 0.0 0.13
H 1.4254 4.9111 -0.4351 0.0 0.0 0.0 0.11
H 0.5778 0.6234 4.5435 -0.1 0.0 0.0 0.13
H 1.8126 3.6781 -1.7197 0.0 0.0 0.0 0.11
H 1.6356 -0.9419 3.2444 0.0 0.0 0.0 0.18
H -1.4267 0.3398 3.3243 0.0 0.0 0.0 0.13
```
Positions in Å, forces in eV/Å.